1.
{
  "formula": "C27H53ClFN2O3S",
  "method": "ωB97M-V/def2-TZVPD",
  "multiplicity": 3,
  "homo_ha": [-0.3691, -0.3943],
  "total_charge": 1,
  "symbols": ["C", "C", "C", "F", "S", "C", "C", "C", "O", "C", "Cl", "C", "C", "H", "H", "H", "H", "H", "H", "H", "H", "H", "H", "H", "H", "H", "H", "H", "H", "H", "C", "C", "C", "C", "C", "C", "N", "O", "C", "C", "C", "H", "H", "H", "H", "H", "H", "H", "H", "H", "H", "H", "H", "H", "H", "H", "H", "H", "H", "C", "C", "C", "C", "C", "C", "N", "O", "C", "C", "C", "H", "H", "H", "H", "H", "H", "H", "H", "H", "H", "H", "H", "H", "H", "H", "H", "H", "H"],
  "positions_angstrom": [[9.4330, -5.8504, 1.2730], [8.9266, -4.3139, 1.2255], [8.4456, -3.7063, 2.5582], [8.4818, -4.5535, 3.6949], [6.7502, -2.8972, 2.6930], [6.6871, -1.3833, 1.5867], [7.1840, -1.7693, 0.0335], [6.1068, -2.6633, -0.8308], [6.4217, -1.1300, -1.0585], [5.3949, -4.1030, 2.1716], [5.8429, -5.4330, 1.0689], [4.0367, -3.3248, 1.7791], [3.0006, -4.4055, 1.2241], [10.4543, -5.9188, 0.8148], [9.4885, -6.2736, 2.3078], [8.6784, -6.4736, 0.7001], [8.2361, -4.2829, 0.3368], [9.8491, -3.7398, 0.8834], [9.1459, -2.8558, 2.8432], [5.6556, -0.9609, 1.4963], [7.4584, -0.6189, 1.8930], [8.3149, -1.9925, -0.1333], [6.6671, -3.2840, -1.5752], [5.0233, -2.4008, -0.8435], [5.1271, -4.5880, 3.1658], [3.6195, -2.9231, 2.7563], [4.2000, -2.4762, 1.0690], [3.2798, -4.7060, 0.1727], [1.9887, -3.9107, 1.2001], [2.9777, -5.2933, 1.9287], [-1.1936, 0.3264, 3.2127], [-0.0797, -0.2118, 2.2698], [0.8364, 0.9421, 1.8071], [0.2031, 1.8453, 0.7579], [-0.3047, 1.0196, -0.4191], [-1.2555, -0.1074, 0.0145], [-0.6990, -0.9418, 1.1243], [0.2394, -1.7423, 0.5916], [-2.6050, 0.5190, 0.4338], [-1.6153, -0.9563, -1.2240], [0.7667, -1.1309, 3.1795], [-1.1548, 1.4123, 3.3209], [-2.1959, 0.0557, 2.8833], [-1.1203, -0.0991, 4.2169], [1.7640, 0.5312, 1.3892], [1.1376, 1.5471, 2.6679], [-0.6083, 2.4319, 1.1977], [0.9432, 2.5675, 0.4025], [-0.8044, 1.6812, -1.1316], [0.5587, 0.5995, -0.9498], [-3.2851, -0.2380, 0.8347], [-3.1080, 0.9695, -0.4257], [-2.5039, 1.3157, 1.1702], [-0.7342, -1.3676, -1.7200], [-2.1340, -0.3505, -1.9700], [-2.2748, -1.7871, -0.9568], [0.1894, -1.9936, 3.5213], [1.1025, -0.5852, 4.0651], [1.6695, -1.4962, 2.6822], [-6.2599, 5.5137, -1.4676], [-5.4732, 4.1718, -1.4477], [-4.4702, 4.1186, -2.6201], [-5.1214, 3.8680, -3.9731], [-5.9972, 2.6204, -3.9195], [-7.0346, 2.6736, -2.7862], [-6.4331, 3.0290, -1.4641], [-5.7864, 1.9483, -1.0113], [-8.1337, 3.6908, -3.1708], [-7.7851, 1.3251, -2.7360], [-4.6443, 4.2405, -0.1438], [-6.0015, 6.1320, -2.3301], [-7.3401, 5.3728, -1.4649], [-6.0683, 6.1133, -0.5741], [-3.7368, 3.3228, -2.4415], [-3.8970, 5.0498, -2.6635], [-5.7064, 4.7385, -4.2834], [-4.3462, 3.7355, -4.7328], [-6.4976, 2.4925, -4.8832], [-5.3499, 1.7437, -3.7955], [-8.8482, 3.8282, -2.3538], [-8.7043, 3.3359, -4.0326], [-7.7419, 4.6671, -3.4538], [-7.1123, 0.4767, -2.5997], [-8.3210, 1.1460, -3.6707], [-8.5201, 1.3107, -1.9258], [-5.2922, 4.2462, 0.7361], [-4.0461, 5.1553, -0.1236], [-3.9412, 3.4095, -0.0481]],
  "lowdin_spin": [0.00, 0.00, 0.00, 0.00, 0.00, 0.00, 0.00, 0.00, 0.00, 0.00, 0.00, 0.00, 0.00, 0.00, 0.00, 0.00, 0.00, 0.00, 0.00, 0.00, 0.00, 0.00, 0.00, 0.00, 0.00, 0.00, 0.00, 0.00, 0.00, 0.00, 0.00, 0.03, 0.01, 0.00, 0.01, 0.03, 0.35, 0.56, 0.00, 0.00, 0.00, 0.00, 0.00, 0.00, 0.00, 0.00, 0.00, 0.00, 0.00, 0.00, 0.00, 0.00, 0.00, 0.00, 0.00, 0.00, 0.00, 0.00, 0.00, 0.00, 0.02, 0.01, 0.00, 0.01, 0.03, 0.34, 0.57, 0.00, 0.00, 0.00, 0.00, 0.00, 0.00, 0.00, 0.00, 0.00, 0.00, 0.00, 0.00, 0.00, 0.00, 0.00, 0.00, 0.00, 0.00, 0.00, 0.00, 0.00]
}

---

2.
{
  "formula": "C27H53ClIrN7OSSb",
  "method": "ωB97M-V/def2-TZVPD",
  "multiplicity": 2,
  "homo_ha": [-0.6724, -0.6886],
  "total_charge": 4,
  "relative_energy_kj_mol": 143.8,
  "symbols": ["Ir", "N", "C", "C", "C", "N", "H", "H", "H", "H", "H", "H", "H", "H", "H", "H", "C", "N", "C", "C", "S", "N", "C", "C", "H", "H", "H", "H", "H", "H", "H", "H", "H", "H", "H", "H", "C", "C", "C", "C", "C", "O", "C", "C", "C", "C", "C", "C", "Cl", "C", "C", "C", "N", "C", "N", "C", "N", "H", "H", "H", "H", "H", "H", "H", "H", "H", "H", "H", "H", "H", "H", "H", "H", "H", "H", "H", "H", "H", "H", "C", "Sb", "C", "C", "H", "H", "H", "H", "H", "H", "H", "H", "H"],
  "positions_angstrom": [[-0.4394, 0.5336, 0.5164], [1.0507, -0.0989, -0.8943], [2.2694, 0.7571, -1.0613], [1.8745, 2.1198, -1.6114], [1.1302, 2.9795, -0.6022], [-0.2487, 2.4585, -0.3324], [1.3326, -1.0405, -0.6218], [0.6226, -0.2020, -1.8144], [2.9692, 0.2519, -1.7275], [2.7496, 0.8474, -0.0863], [1.2714, 1.9957, -2.5186], [2.7739, 2.6501, -1.9242], [1.0511, 4.0106, -0.9472], [1.6672, 2.9850, 0.3432], [-0.7754, 2.4903, -1.2052], [-0.7378, 3.1168, 0.2714], [-5.4613, 2.0342, 1.0886], [-5.1705, 1.1810, -0.0730], [-6.3693, 0.5585, -0.6640], [-3.9417, 0.8712, -0.4518], [-2.7050, 1.1458, 0.8092], [-3.6814, 0.5015, -1.7064], [-2.5826, -0.3648, -2.0952], [-4.4756, 0.9743, -2.8581], [-6.4226, 2.5111, 0.9122], [-4.7086, 2.8091, 1.1978], [-5.5217, 1.4387, 2.0002], [-6.9745, 0.1854, 0.1613], [-6.0956, -0.2738, -1.3030], [-6.9570, 1.2845, -1.2236], [-2.0037, -0.6531, -1.2183], [-1.9451, 0.1410, -2.8245], [-2.9725, -1.2709, -2.5631], [-5.1446, 1.7717, -2.5581], [-5.0392, 0.1604, -3.3123], [-3.7773, 1.3690, -3.5960], [-5.2450, -5.8218, 2.6563], [-4.1780, -5.2835, 1.6954], [-4.4196, -3.7799, 1.5130], [-4.4016, -5.9785, 0.3332], [-2.7339, -5.5556, 2.2180], [-2.3838, -6.9188, 2.0460], [-2.4839, -5.2286, 3.7214], [-2.8871, -6.3966, 4.6616], [-2.3275, -6.3391, 6.0429], [-1.0019, -6.7977, 6.2877], [-0.5367, -6.9503, 7.5563], [-1.3902, -6.6155, 8.6484], [-0.8687, -6.8661, 10.2033], [-2.6944, -6.0837, 8.4221], [-3.1384, -5.9498, 7.1422], [-1.6300, -4.8757, 1.3411], [-1.1581, -3.4826, 1.5665], [-1.4887, -2.3681, 0.9317], [-0.5859, -1.4159, 1.1975], [0.2672, -2.0329, 2.0824], [-0.0397, -3.2778, 2.3002], [-6.2201, -5.7552, 2.1726], [-5.3044, -5.2392, 3.5781], [-5.0832, -6.8713, 2.9025], [-5.4915, -3.5976, 1.4317], [-3.9749, -3.4225, 0.5806], [-4.0480, -3.1837, 2.3518], [-5.1927, -5.4670, -0.2148], [-4.7404, -7.0097, 0.4542], [-3.5209, -5.9942, -0.3112], [-3.0219, -7.3781, 1.4879], [-2.9962, -4.3078, 4.0094], [-1.4103, -5.0585, 3.8457], [-2.5076, -7.3087, 4.1987], [-3.9675, -6.4761, 4.7295], [-0.3814, -7.0841, 5.4475], [0.4488, -7.3465, 7.7613], [-3.3107, -5.8236, 9.2724], [-4.1410, -5.5866, 6.9555], [-1.8853, -4.9317, 0.2855], [-0.7425, -5.4812, 1.5024], [-2.3102, -2.2772, 0.2443], [1.1557, -1.5768, 2.4852], [1.2461, 3.5446, 2.9013], [0.3241, 1.6423, 2.9040], [1.4353, 0.5428, 4.3244], [-1.5059, 1.9738, 3.9081], [1.3509, 3.8221, 3.9505], [0.6247, 4.2804, 2.3943], [2.2325, 3.5022, 2.4455], [1.5452, 1.2052, 5.1832], [2.4210, 0.2780, 3.9467], [0.8867, -0.3496, 4.6163], [-1.2852, 2.1602, 4.9588], [-2.1435, 1.0983, 3.8093], [-2.0058, 2.8427, 3.4835]],
  "lowdin_spin": [0.00, 0.00, 0.00, 0.00, 0.00, 0.00, 0.00, 0.00, 0.00, 0.00, 0.00, 0.00, 0.00, 0.00, 0.00, 0.00, 0.00, 0.00, 0.00, 0.00, 0.00, 0.00, 0.00, 0.00, 0.00, 0.00, 0.00, 0.00, 0.00, 0.00, 0.00, 0.00, 0.00, 0.00, 0.00, 0.00, 0.00, 0.00, 0.00, 0.00, 0.00, 0.00, 0.02, 0.04, 0.23, 0.05, 0.07, 0.23, 0.22, 0.08, 0.04, 0.00, 0.00, 0.00, 0.00, 0.00, 0.00, 0.00, 0.00, 0.00, 0.00, 0.00, 0.00, 0.00, 0.00, 0.00, 0.00, 0.00, 0.00, 0.01, 0.00, 0.00, 0.00, 0.00, 0.00, 0.00, 0.00, 0.00, 0.00, 0.00, 0.00, 0.00, 0.00, 0.00, 0.00, 0.00, 0.00, 0.00, 0.00, 0.00, 0.00, 0.00]
}